Density functional theory data (wB97M-V/def2-TZVPD) for a gas-phase ion, C3H6N5 (charge +1) in a non-equilibrium geometry.

Cartesian coordinates (Å):
C: 2.30 0.83 -0.18
C: -0.06 0.94 0.04
C: -1.32 0.35 0.17
N: 1.09 1.35 -0.09
N: 2.49 -0.52 -0.15
N: 1.83 -1.41 0.28
N: -1.32 -0.90 0.71
N: -2.24 0.87 -0.66
H: 3.11 1.51 -0.33
H: 1.81 -2.39 -0.03
H: -0.50 -1.27 1.34
H: -2.14 -1.45 0.94
H: -1.90 1.57 -1.33
H: -3.16 0.52 -0.72

Calculated values
gap between HOMO and LUMO (alpha / beta): 7.202 / 7.040 eV
relative energy (zero: lowest compared OMol25 entry of this formula, charge and spin): 497.0 kJ/mol
HOMO (alpha / beta): -12.4 / -12.1 eV
energy: -10647.136 eV
spin multiplicity: 1
charge: +1
SMILES string: [H]/N=N/C=[N+]=C=C(N)N
E_LUMO (alpha / beta): -5.2 / -5.1 eV